1.
Formula: C8H8
Source: the OMol25 dataset
Level of theory: ωB97M-V/def2-TZVPD

For the energy relative to the best compared isomer or geometry (same formula, charge and spin), the calculation gives 698.9 kJ/mol. The orbital gap comes out at 6.53 eV. As for the HOMO energy: -6.44 eV. For the total energy, the calculation gives -309.34760 Ha.

```
16
C8H8, DFT ωB97M-V/def2-TZVPD
C 1.812 -0.582 0.177
C -0.483 -0.692 -0.566
C 1.723 0.817 0.299
C 0.687 -1.374 -0.219
C -2.425 0.132 0.424
C 0.476 1.466 -0.063
C -0.556 0.721 -0.632
C -1.303 -0.268 0.836
H 0.476 2.517 -0.160
H -0.442 -0.785 1.368
H 2.597 1.300 0.617
H 2.833 -1.009 0.325
H -3.298 0.344 -0.139
H 0.528 -2.471 -0.139
H -1.383 1.225 -1.103
H -1.239 -1.341 -1.024
```

These are the Mulliken partial charges, in e, on atoms 1 to 8: number 1, C, carries -0.1200; number 2, C, carries 0.3070; number 3, C, carries -0.3743; number 4, C, carries -0.8683; number 5, C, carries -0.6811; number 6, C, carries -0.6936; number 7, C, carries -0.4046; number 8, C, carries -0.3949

2.
Formula: C8H8AuN2O3S2Se
Source: the OMol25 dataset
Level of theory: ωB97M-V/def2-TZVPD

For the energy relative to the best compared isomer or geometry (same formula, charge and spin), the calculation gives 100.8 kJ/mol. The orbital gap comes out at 6.54 eV. As for the HOMO energy: -3.99 eV. The total charge is -1. For the total energy, the calculation gives -3978.51350 Ha.

```
25
C8H8AuN2O3S2Se, DFT ωB97M-V/def2-TZVPD
Au 3.415 -0.837 0.904
Se 3.217 1.179 -0.557
S 1.234 -1.822 1.967
S 1.902 -3.267 0.653
O 1.314 -4.558 0.934
O 3.382 -3.246 0.829
O 1.562 -2.802 -0.724
N 0.760 -0.293 -0.990
N 0.427 1.702 -0.143
C -0.813 1.097 -0.226
C -1.626 -1.078 -0.915
C -2.894 -0.639 -0.580
C 0.668 2.980 0.471
C -0.589 -0.178 -0.733
C -3.119 0.652 -0.087
C 1.364 0.830 -0.556
C -2.081 1.548 0.100
H -4.124 0.952 0.168
H 1.210 -1.257 -0.928
H 0.015 3.731 0.026
H -2.251 2.534 0.500
H 0.477 2.915 1.542
H -1.434 -2.077 -1.266
H 1.714 3.247 0.301
H -3.729 -1.313 -0.691
```

These are the Mulliken partial charges, in e, on atoms 1 to 8: number 1, Au, carries 0.3126; number 2, Se, carries -0.4652; number 3, S, carries -0.6170; number 4, S, carries 1.2207; number 5, O, carries -0.6535; number 6, O, carries -0.7220; number 7, O, carries -0.7234; number 8, N, carries 0.1746

3.
Formula: C8H8Br4F12O12S4Ti
Source: the OMol25 dataset
Level of theory: ωB97M-V/def2-TZVPD

For the energy relative to the best compared isomer or geometry (same formula, charge and spin), the calculation gives 0.0 kJ/mol. The orbital gap (alpha / beta) comes out at 3.39 / 4.25 eV. As for the HOMO energy (alpha / beta): 0.11 / -3.77 eV. The total charge is -2. For the total energy, the calculation gives -15149.16248 Ha. As for the expectation value of S²: 6.024. The spin multiplicity is 5.

```
49
C8H8Br4F12O12S4Ti, DFT ωB97M-V/def2-TZVPD
Br -11.747 17.255 -29.180
Br -12.111 14.523 -31.573
Br -17.140 10.155 -34.301
Br -15.173 14.448 -33.787
Ti -13.049 16.148 -33.907
S -12.263 15.692 -38.253
S -12.905 19.725 -33.187
S -15.193 17.780 -36.535
S -9.502 15.971 -34.832
F -17.101 15.910 -36.028
F -9.288 13.863 -33.160
F -10.953 18.883 -34.734
F -10.750 21.029 -34.209
F -17.244 17.804 -34.928
F -7.397 14.480 -34.179
F -12.707 13.089 -37.621
F -10.317 19.415 -32.792
F -8.130 15.611 -32.534
F -12.634 14.494 -35.995
F -14.449 14.537 -37.182
F -17.784 17.671 -37.121
O -13.193 16.101 -39.330
O -13.030 20.444 -31.924
O -15.131 19.202 -36.202
O -11.927 16.810 -37.387
O -8.697 17.119 -35.093
O -10.813 16.150 -34.126
O -14.996 17.647 -37.980
O -13.766 20.334 -34.225
O -14.339 17.031 -35.651
O -9.618 15.249 -36.129
O -13.179 18.266 -33.113
O -10.962 15.211 -38.724
C -8.501 14.882 -33.566
C -13.093 14.331 -37.192
C -16.774 12.148 -34.197
C -11.096 19.765 -33.825
C -15.293 12.503 -33.935
C -12.225 15.329 -28.967
C -16.988 17.236 -36.096
C -11.193 14.577 -29.828
H -17.421 12.481 -33.385
H -13.250 15.065 -29.227
H -14.914 12.053 -33.017
H -14.645 12.165 -34.744
H -10.261 15.128 -29.953
H -12.087 14.986 -27.942
H -17.251 12.604 -35.065
H -11.094 13.564 -29.438
```

These are the Mulliken partial charges, in e, on atoms 1 to 8: number 1, Br, carries -0.1375; number 2, Br, carries -0.0954; number 3, Br, carries -0.3110; number 4, Br, carries -0.3952; number 5, Ti, carries 1.0601; number 6, S, carries 0.8633; number 7, S, carries 1.0045; number 8, S, carries 1.0940

4.
Formula: C8H8Cl4CuF12O12S4
Source: the OMol25 dataset
Level of theory: ωB97M-V/def2-TZVPD

For the energy relative to the best compared isomer or geometry (same formula, charge and spin), the calculation gives 108.7 kJ/mol. The orbital gap (alpha / beta) comes out at 7.23 / 4.91 eV. As for the HOMO energy (alpha / beta): -3.54 / -3.53 eV. The total charge is -2. For the total energy, the calculation gives -7484.93161 Ha. As for the expectation value of S²: 0.752. The spin multiplicity is 2.

```
49
C8H8Cl4CuF12O12S4, DFT ωB97M-V/def2-TZVPD
Cu 0.497 0.551 -0.011
Cl -2.500 -3.643 -2.194
Cl 0.583 -1.442 -5.011
Cl -0.042 -2.215 -0.344
Cl -0.514 0.356 -2.616
S 3.466 -1.262 1.081
S -2.399 2.616 -0.673
S 1.949 2.454 2.511
S -1.682 0.205 2.812
F 2.528 5.198 2.621
F -1.029 4.463 -2.164
F -1.700 5.229 -0.224
F -2.232 -1.550 4.752
F 4.256 3.878 2.591
F 4.161 -3.692 1.816
F 3.067 4.287 0.745
F -1.695 -2.525 2.875
F -3.616 -1.542 3.121
F 2.872 -3.663 0.061
F -3.246 4.803 -1.864
F 2.073 -3.242 2.109
O -3.310 2.725 0.470
O 4.468 -1.176 0.034
O 4.017 -0.799 2.372
O -0.898 0.822 3.880
O -0.841 -0.036 1.625
O 2.939 1.456 2.961
O 1.229 1.959 1.311
O 1.080 2.785 3.622
O -2.846 1.085 2.537
O 2.182 -0.569 0.736
O -3.091 1.906 -1.760
O -1.102 2.014 -0.330
C -0.479 -0.009 -5.357
C 3.084 -3.157 1.281
C -2.289 -1.488 3.454
C -1.404 0.270 -4.171
C -0.049 -3.935 -0.908
C -2.072 4.421 -1.281
C 3.049 4.083 2.072
C -1.444 -4.517 -1.024
H -1.912 1.232 -4.244
H -1.890 -4.549 -0.030
H 0.566 -4.445 -0.166
H 0.181 0.846 -5.503
H 0.538 -4.065 -1.818
H -0.998 -0.120 -6.309
H -2.189 -0.475 -4.039
H -1.316 -5.528 -1.411
```

These are the Mulliken partial charges, in e, on atoms 1 to 8: number 1, Cu, carries -0.2496; number 2, Cl, carries -0.1885; number 3, Cl, carries -0.1948; number 4, Cl, carries 0.1462; number 5, Cl, carries 0.1389; number 6, S, carries 1.0749; number 7, S, carries 1.0958; number 8, S, carries 0.9510

5.
Formula: C8H8ClN3
Source: the OMol25 dataset
Level of theory: ωB97M-V/def2-TZVPD

For the energy relative to the best compared isomer or geometry (same formula, charge and spin), the calculation gives 260.7 kJ/mol. The orbital gap comes out at 9.54 eV. As for the HOMO energy: -8.61 eV. For the total energy, the calculation gives -934.04127 Ha.

```
20
C8H8ClN3, DFT ωB97M-V/def2-TZVPD
Cl 1.279 -2.925 0.253
N 1.454 -0.787 -1.111
N -1.402 -0.697 -1.045
N -0.927 -0.872 0.166
C 1.787 0.917 1.182
C 1.353 -1.247 0.091
C -2.541 0.000 -1.067
C 1.873 1.444 -0.115
C -2.718 0.479 0.235
C 1.617 -0.476 1.262
C 1.711 0.526 -1.170
C -1.655 -0.136 0.951
H 2.018 2.477 -0.249
H -1.397 -0.253 2.063
H -3.583 1.159 0.445
H 1.842 1.600 1.970
H 1.913 0.822 -2.294
H -3.040 0.235 -1.944
H 1.435 -1.012 2.207
H -1.019 -1.253 -1.833
```

These are the Mulliken partial charges, in e, on atoms 1 to 8: number 1, Cl, carries -0.1841; number 2, N, carries -0.6614; number 3, N, carries -0.0215; number 4, N, carries -0.2349; number 5, C, carries -0.2845; number 6, C, carries 1.1908; number 7, C, carries -0.1652; number 8, C, carries -0.5841